The following is a DFT calculation (ωB97M-V/def2-TZVPD) of the molecule C16H18N6O4.

Summary:
HOMO energy	-9.62	eV
energy relative to the best compared isomer or geometry (same formula, charge and spin)	0.217	eV
SMILES string	Cc1nc(CN(C)C(=O)c2coc([C@H](C)NC(=O)[C@@H]3C[C@H]3C#N)n2)no1
maximum force	0.1	eV/Å

Each line ends with the natural charge from an NBO analysis.
Cartesian coordinates (Å):
C: 3.14 -1.32 -4.78  -0.67
C: 2.34 -2.17 -3.87  0.55
N: 1.87 -1.88 -2.70  -0.51
C: 1.22 -3.05 -2.35  0.30
C: 0.51 -3.22 -1.05  -0.27
N: -0.47 -2.16 -0.83  -0.41
C: -1.68 -2.26 -1.63  -0.42
C: -0.15 -0.92 -0.35  0.66
O: -0.88 0.05 -0.52  -0.62
C: 1.11 -0.71 0.42  -0.04
C: 1.60 0.52 0.68  0.13
O: 2.73 0.37 1.42  -0.40
C: 2.86 -0.96 1.59  0.50
C: 4.03 -1.45 2.39  -0.12
C: 4.14 -2.97 2.34  -0.60
N: 3.93 -0.95 3.75  -0.60
C: 4.96 -0.30 4.36  0.68
O: 6.02 -0.07 3.81  -0.60
C: 4.71 0.12 5.78  -0.29
C: 3.36 0.48 6.31  -0.39
C: 4.37 1.57 6.02  -0.32
C: 4.99 2.25 7.13  0.28
N: 5.47 2.79 8.02  -0.31
N: 1.93 -1.65 1.03  -0.48
N: 1.28 -3.99 -3.25  -0.15
O: 2.04 -3.41 -4.27  -0.29
H: 3.29 -0.35 -4.32  0.25
H: 4.10 -1.78 -4.98  0.24
H: 2.62 -1.19 -5.73  0.24
H: -0.01 -4.17 -1.05  0.23
H: 1.23 -3.23 -0.24  0.27
H: -2.40 -1.53 -1.29  0.24
H: -1.48 -2.08 -2.69  0.20
H: -2.09 -3.27 -1.52  0.20
H: 1.29 1.51 0.43  0.23
H: 4.94 -1.00 1.99  0.26
H: 4.24 -3.31 1.32  0.23
H: 5.02 -3.28 2.91  0.22
H: 3.25 -3.43 2.77  0.22
H: 3.14 -1.23 4.31  0.40
H: 5.42 -0.31 6.48  0.26
H: 2.51 0.45 5.65  0.23
H: 3.15 0.26 7.35  0.24
H: 4.20 2.18 5.15  0.26

=====

The following is a DFT calculation (ωB97M-V/def2-TZVPD) of a structure of composition C59H45N2O4P3SiZn.

Summary:
HOMO energy	-7.43	eV
maximum force	0.7	eV/Å

Each line ends with the Löwdin charge.
Cartesian coordinates (Å):
Zn: -0.58 -0.52 -0.13  0.49
C: -1.14 0.41 -7.05  -0.08
C: -0.69 -0.88 -6.80  -0.07
C: -0.29 -1.25 -5.52  -0.10
C: -0.34 -0.33 -4.48  -0.37
C: -0.80 0.96 -4.74  -0.09
C: -1.19 1.33 -6.02  -0.08
P: 0.11 -0.73 -2.75  1.07
C: -0.15 -2.54 -2.71  -0.39
C: -1.43 -3.02 -2.98  -0.12
C: -1.73 -4.36 -2.80  -0.07
C: -0.75 -5.24 -2.34  -0.07
C: 0.52 -4.77 -2.08  -0.07
C: 0.83 -3.42 -2.26  -0.08
C: 1.94 -0.56 -2.71  -0.37
C: 2.67 -0.56 -3.89  -0.07
C: 4.05 -0.40 -3.88  -0.07
C: 4.71 -0.25 -2.67  -0.07
C: 3.98 -0.24 -1.49  -0.10
C: 2.59 -0.40 -1.47  -0.30
Si: 1.71 -0.37 0.22  0.59
C: 2.29 -1.85 1.24  -0.30
C: 3.12 -2.84 0.73  -0.09
C: 3.37 -4.01 1.45  -0.08
C: 2.78 -4.20 2.69  -0.07
C: 1.95 -3.21 3.21  -0.09
C: 1.70 -2.04 2.50  -0.37
P: 0.67 -0.66 3.14  1.10
C: 0.91 -0.88 4.95  -0.37
C: 2.15 -0.49 5.45  -0.10
C: 2.44 -0.62 6.80  -0.09
C: 1.48 -1.14 7.67  -0.09
C: 0.24 -1.51 7.18  -0.08
C: -0.05 -1.38 5.82  -0.08
C: -1.05 -1.22 2.88  -0.40
C: -2.00 -0.20 2.77  -0.13
C: -3.35 -0.49 2.62  -0.08
C: -3.76 -1.82 2.56  -0.07
C: -2.83 -2.84 2.65  -0.07
C: -1.48 -2.54 2.80  -0.07
C: 2.29 1.23 1.04  -0.34
C: 3.46 1.22 1.79  -0.12
C: 3.91 2.34 2.47  -0.08
C: 3.17 3.52 2.41  -0.07
C: 2.00 3.55 1.67  -0.07
C: 1.55 2.42 0.98  -0.38
P: 0.03 2.49 -0.04  1.07
C: 0.66 3.23 -1.59  -0.36
C: -0.22 3.91 -2.44  -0.13
C: 0.21 4.43 -3.64  -0.09
C: 1.53 4.25 -4.05  -0.08
C: 2.40 3.56 -3.23  -0.07
C: 1.98 3.06 -2.01  -0.07
C: -0.93 3.86 0.70  -0.38
C: -1.99 3.50 1.54  -0.12
C: -2.79 4.46 2.14  -0.07
C: -2.54 5.80 1.90  -0.08
C: -1.50 6.18 1.07  -0.07
C: -0.70 5.22 0.47  -0.11
H: -1.46 0.69 -8.04  0.10
H: -0.64 -1.60 -7.60  0.10
H: 0.06 -2.26 -5.34  0.11
H: -0.84 1.68 -3.93  0.08
H: -1.54 2.34 -6.21  0.10
H: -2.21 -2.34 -3.31  0.12
H: -2.73 -4.72 -3.00  0.11
H: -0.99 -6.28 -2.18  0.10
H: 1.29 -5.44 -1.71  0.10
H: 1.82 -3.06 -2.05  0.09
H: 2.16 -0.66 -4.84  0.10
H: 4.60 -0.41 -4.81  0.10
H: 5.78 -0.12 -2.65  0.10
H: 4.51 -0.10 -0.55  0.10
H: 3.59 -2.70 -0.23  0.09
H: 4.02 -4.77 1.04  0.10
H: 2.96 -5.11 3.25  0.10
H: 1.52 -3.34 4.20  0.11
H: 2.89 -0.07 4.78  0.10
H: 3.41 -0.32 7.18  0.10
H: 1.71 -1.25 8.72  0.10
H: -0.51 -1.90 7.85  0.10
H: -1.02 -1.67 5.45  0.10
H: -1.67 0.83 2.82  0.08
H: -4.07 0.31 2.54  0.11
H: -4.81 -2.05 2.42  0.12
H: -3.14 -3.87 2.56  0.12
H: -0.76 -3.35 2.84  0.11
H: 4.03 0.30 1.87  0.10
H: 4.82 2.31 3.05  0.10
H: 3.49 4.40 2.94  0.10
H: 1.42 4.47 1.64  0.09
H: -1.25 4.05 -2.13  0.10
H: -0.48 4.97 -4.28  0.10
H: 1.86 4.65 -5.00  0.10
H: 3.43 3.41 -3.54  0.11
H: 2.68 2.52 -1.37  0.10
H: -2.18 2.44 1.73  0.06
H: -3.61 4.16 2.78  0.11
H: -3.17 6.56 2.36  0.10
H: -1.30 7.23 0.89  0.11
H: 0.11 5.52 -0.19  0.11
O: -5.96 -2.69 0.17  0.12
C: -6.02 -1.39 -0.02  -0.51
O: -7.07 -0.78 -0.08  0.10
C: -4.73 -0.65 -0.17  -0.06
C: -4.68 0.72 -0.33  0.02
N: -3.38 1.06 -0.37  0.06
N: -2.59 0.00 -0.26  0.03
C: -3.38 -1.06 -0.13  -0.15
C: -2.71 -2.40 0.03  -0.59
O: -3.42 -3.40 0.13  0.04
O: -1.45 -2.35 0.03  -0.07
H: -5.01 -3.04 0.19  0.08
H: -5.47 1.44 -0.41  0.14
H: -2.97 1.98 -0.50  0.13

=====

The following is a DFT calculation (ωB97M-V/def2-TZVPD) of a structure of composition C17H13NOS5Sc.

Summary:
HOMO energy	-4.20	eV
total charge	-1
energy relative to the best compared isomer or geometry (same formula, charge and spin)	0.751	eV
maximum force	1.2	eV/Å

Each line ends with the natural charge from an NBO analysis.
Cartesian coordinates (Å):
Sc: 0.04 -0.49 -0.50  1.51
S: -1.86 1.05 0.17  -0.41
C: -3.30 0.13 -0.23  -0.17
C: -4.53 0.72 0.07  -0.22
C: -5.73 0.09 -0.20  -0.25
C: -5.72 -1.16 -0.79  -0.24
C: -4.52 -1.76 -1.11  -0.23
C: -3.30 -1.14 -0.85  -0.15
S: -1.86 -1.99 -1.38  -0.37
H: -4.50 1.70 0.53  0.21
H: -6.66 0.59 0.05  0.20
H: -6.66 -1.67 -1.01  0.20
H: -4.50 -2.72 -1.60  0.21
S: 4.18 -0.52 -2.80  0.35
C: 3.49 -2.05 -3.16  -0.41
C: 2.26 -2.22 -2.60  -0.26
C: 1.77 -1.10 -1.87  -0.49
C: 2.72 -0.09 -1.91  -0.27
C: 2.56 1.21 -1.32  0.22
C: 3.63 2.05 -1.00  -0.25
C: 3.39 3.24 -0.35  -0.14
C: 2.08 3.60 -0.07  -0.28
C: 1.07 2.74 -0.44  0.08
N: 1.28 1.56 -1.02  -0.51
H: 4.05 -2.74 -3.77  0.22
H: 1.68 -3.13 -2.73  0.22
H: 4.63 1.74 -1.25  0.22
H: 4.21 3.88 -0.05  0.21
H: 1.85 4.52 0.44  0.22
H: 0.03 2.98 -0.26  0.23
C: 0.95 -1.37 4.95  -0.26
O: 1.63 -0.65 3.94  -0.51
C: 1.22 -0.76 2.68  0.04
S: -0.08 -1.70 2.21  -0.23
S: 2.13 0.11 1.58  -0.23
H: 1.05 -0.79 5.87  0.18
H: 1.41 -2.35 5.09  0.18
H: -0.10 -1.49 4.68  0.21

=====

The following is a DFT calculation (ωB97M-V/def2-TZVPD) of the ion C5H10NO4 with charge +1.

Summary:
HOMO energy	-14.21	eV
total charge	+1
energy relative to the best compared isomer or geometry (same formula, charge and spin)	2.618	eV
SMILES string	O=C(CO)[C@]1(O)[NH2+]CCO1
maximum force	4.1	eV/Å

Each line ends with the natural charge from an NBO analysis.
Cartesian coordinates (Å):
O: -0.69 0.27 -2.41  -0.53
C: -0.90 0.80 -1.33  0.52
C: -2.11 1.52 -0.93  -0.16
O: -3.04 1.69 -1.89  -0.65
C: 0.04 0.34 -0.12  0.57
O: 1.18 1.37 0.38  -0.76
N: 1.08 -0.67 -0.57  -0.54
C: 0.96 -1.73 0.47  -0.26
C: 0.33 -0.92 1.63  -0.12
O: -0.67 -0.20 0.94  -0.45
H: -2.06 2.30 -0.11  0.25
H: -2.54 0.58 -0.34  0.24
H: -2.67 1.26 -2.67  0.49
H: 0.79 1.88 1.12  0.50
H: 2.06 -0.23 -0.61  0.49
H: 0.75 -0.88 -1.46  0.46
H: 1.99 -1.98 0.64  0.24
H: 0.31 -2.60 0.19  0.26
H: -0.28 -1.40 2.30  0.23
H: 1.00 -0.44 2.38  0.23

=====

The following is a DFT calculation (ωB97M-V/def2-TZVPD) of a structure of composition C23H48BBeBr2FILiMgN9O15P.

Summary:
HOMO energy	-6.10	eV
maximum force	6.6	eV/Å

Each line ends with the Löwdin charge.
Cartesian coordinates (Å):
C: 5.13 2.06 -4.89  -0.07
C: 4.46 3.44 -4.42  -0.24
O: 5.02 3.95 -3.19  -0.18
C: 4.12 3.71 -2.08  -0.16
C: 4.27 2.18 -1.67  -0.18
O: 3.13 1.39 -2.07  -0.15
C: 3.41 0.05 -1.60  -0.38
N: 2.21 -0.84 -1.87  0.08
C: 2.54 -2.13 -2.50  -0.21
O: 2.59 -2.06 -3.94  -0.16
N: 2.71 -3.35 -4.47  0.00
O: 3.80 -3.77 -4.32  0.09
C: 0.99 -0.47 -1.55  -0.17
N: 0.63 0.75 -0.84  0.02
C: 1.27 0.72 0.53  -0.18
N: 2.28 1.76 0.72  0.06
C: -0.83 0.99 -0.88  -0.55
Br: -1.39 1.75 -2.67  0.90
C: -1.56 1.92 0.15  -0.17
C: -1.58 3.49 -0.20  -0.24
C: -0.18 4.14 -0.53  -0.22
C: 0.41 5.07 0.62  -0.19
C: 0.75 4.31 1.98  -0.18
C: 0.45 5.19 3.29  -0.20
O: 0.30 4.27 4.39  -0.25
C: 1.54 3.66 4.77  -0.29
C: -1.31 -0.54 -1.06  -0.35
C: -1.23 -1.32 0.36  -0.11
C: -1.78 -2.81 0.27  -0.26
N: -0.96 -3.81 0.18  0.09
B: -2.88 -0.63 -1.40  -0.64
N: -3.87 -0.51 -0.25  0.12
O: -3.49 -0.77 -2.67  0.03
N: -0.24 -1.21 -1.81  -0.16
P: -0.44 -1.97 -3.39  0.64
O: -1.20 -0.90 -4.49  -0.40
I: -2.09 -3.84 -3.29  0.49
H: 5.96 1.73 -4.21  0.07
H: 5.58 2.16 -5.93  0.07
H: 4.32 1.27 -4.88  0.07
H: 3.34 3.26 -4.36  0.12
H: 4.66 4.22 -5.21  0.12
H: 3.04 3.88 -2.35  0.12
H: 4.36 4.39 -1.22  0.13
H: 4.41 2.10 -0.55  0.12
H: 5.20 1.74 -2.16  0.12
H: 4.35 -0.31 -2.20  -0.02
H: 3.67 0.03 -0.50  0.04
H: 3.54 -2.44 -2.09  0.05
H: 1.82 -2.95 -2.19  0.14
H: 1.85 -0.27 0.54  0.12
H: 0.53 0.59 1.37  0.13
H: 2.23 2.52 0.05  0.06
H: 2.36 2.08 1.69  0.07
H: -2.66 1.68 0.31  0.12
H: -1.14 1.89 1.21  0.11
H: -2.41 3.76 -0.93  0.09
H: -1.92 3.98 0.78  0.12
H: 0.53 3.36 -0.91  0.07
H: -0.35 4.84 -1.41  0.12
H: 1.35 5.54 0.22  0.11
H: -0.32 5.89 0.87  0.11
H: 0.33 3.27 2.06  0.10
H: 1.89 4.17 1.98  0.09
H: -0.47 5.81 3.11  0.12
H: 1.33 5.88 3.51  0.09
H: 1.47 2.54 4.60  0.12
H: 1.67 3.81 5.91  -0.04
H: 2.45 4.05 4.22  -0.01
H: -1.71 -0.74 1.19  0.10
H: -0.15 -1.48 0.67  0.12
H: -2.89 -3.04 0.32  0.11
H: -1.56 -4.65 0.16  0.04
H: -4.62 -1.17 -0.50  0.08
H: -4.32 0.42 -0.40  0.08
H: -4.40 -0.45 -2.68  0.11
H: -0.51 -0.74 -5.18  0.00
N: -0.26 -2.38 3.74  -0.58
O: -0.78 -3.35 4.33  -0.11
O: 0.96 -2.36 3.52  0.05
O: -0.97 -1.42 3.38  -0.03
Li: -2.89 -3.90 3.54  0.82
Br: 5.37 -1.35 -0.97  0.35
Mg: 3.01 5.31 5.98  0.42
C: -7.12 -6.78 3.26  -0.34
O: -6.56 -6.31 2.28  0.01
N: -6.75 -6.56 4.55  -0.20
C: -7.46 -7.14 5.67  -0.05
C: -5.61 -5.71 4.80  -0.06
H: -8.00 -7.43 3.16  0.14
H: -7.85 -6.34 6.31  0.09
H: -6.78 -7.77 6.24  0.09
H: -8.30 -7.75 5.32  0.09
H: -5.79 -4.72 4.38  0.09
H: -4.73 -6.15 4.31  0.09
H: -5.43 -5.62 5.87  0.10
F: 2.65 -2.21 2.35  -0.43
O: -1.33 -1.48 6.09  -0.20
H: -2.22 -1.35 5.76  -0.08
Be: 7.17 -2.80 -1.50  0.28
C: -0.03 -0.25 -8.17  -0.91
O: 0.22 -0.84 -9.22  0.20
O: 0.11 -0.73 -7.02  0.18
O: -0.46 0.93 -8.09  0.24

=====

no.,lowest unoccupied orbital energy (eV)
1,0.41
2,0.25
3,2.50
4,-3.77
5,-4.80